61
Properties=species:S:1:pos:R:3:forces:R:3:lowdin_charge:R:1 method="wB97M-V/def2-TZVPD" de_lowest_ev=0.000 total_charge=+3 orbital_gap_ev=6.59 spin_multiplicity=1 e_tot_ev=-86320.1567
V 1.18598 0.13566 -0.28071 0.026 1.163 1.581 0.67
N 1.84705 4.27264 -1.44339 0.006 -0.006 -0.101 0.18
C 1.80525 3.12992 -0.78353 0.048 -0.142 0.139 -0.69
S 1.93286 1.61291 -1.73743 0.055 0.296 -0.311 0.90
N 1.71023 3.06373 0.50809 -0.003 0.128 0.017 0.04
N 1.75335 1.77624 0.93473 -0.230 -0.223 -0.581 -0.11
C 2.14287 1.52250 2.12533 0.106 -0.242 0.182 0.04
C 2.41933 0.11313 2.39477 -0.028 0.002 -0.009 -0.23
C 2.98031 -0.35437 3.56061 -0.006 0.071 -0.039 0.06
C 3.34178 -1.70089 3.63910 -0.006 -0.017 -0.006 0.05
C 3.13037 -2.52159 2.54597 0.000 0.021 0.006 0.02
C 2.54098 -1.98771 1.40940 0.005 -0.035 0.031 -0.07
N 2.18657 -0.70004 1.32803 -0.138 -0.034 0.068 0.01
H 1.97426 4.30754 -2.44340 -0.003 0.008 0.035 0.13
H 1.89483 5.14240 -0.92814 -0.006 0.003 0.013 0.15
H 2.36733 2.32337 2.82325 0.015 -0.017 0.003 0.17
H 3.15895 0.32296 4.38520 -0.001 0.002 0.011 0.15
H 3.79370 -2.09012 4.54223 0.005 -0.007 0.004 0.15
H 3.41293 -3.56481 2.56290 0.001 -0.009 -0.013 0.14
H 2.34964 -2.60779 0.54319 -0.012 -0.004 0.011 0.13
C 2.44785 -1.71653 -2.36657 0.529 -0.195 -0.368 0.00
O 1.46454 -1.16163 -1.45159 -0.146 -0.618 -0.501 -0.47
Si -0.38953 -1.35569 -1.63902 0.308 -0.744 -0.600 0.53
C -0.65284 -1.06306 -3.43278 -0.186 0.177 0.063 -0.10
C -0.59042 -3.12362 -1.16220 -0.296 0.135 0.027 -0.11
C -0.61566 0.03783 -0.35811 0.176 0.291 0.281 -0.43
Si -1.78523 1.63309 -1.07761 0.020 -0.010 -0.132 0.53
C -1.23241 2.08613 -2.80165 0.050 -0.028 -0.026 -0.18
C -1.62789 3.06178 0.09790 -0.058 -0.008 -0.015 -0.15
C -3.53411 1.02218 -1.15952 0.024 0.036 0.113 -0.16
Si -1.60229 -0.68730 1.35516 0.093 -0.010 -0.067 0.53
C -2.15279 0.77623 2.33923 -0.040 0.017 -0.048 -0.15
C -0.54974 -1.77939 2.42730 -0.041 0.005 0.030 -0.15
C -2.97871 -1.72963 0.66695 -0.037 0.028 -0.028 -0.14
H 2.24881 -2.77781 -2.49933 -0.075 0.021 0.075 0.12
H 3.43770 -1.56519 -1.94304 -0.055 0.032 0.060 0.12
H 2.36684 -1.19841 -3.32128 -0.072 0.048 0.058 0.12
H -0.42185 -1.99177 -3.96120 -0.009 -0.022 0.015 0.08
H -0.04995 -0.25462 -3.84811 -0.043 -0.064 0.039 0.05
H -1.70257 -0.83053 -3.63275 0.025 -0.017 -0.052 0.07
H 0.11538 -3.70743 -1.75812 0.023 -0.011 -0.034 0.07
H -1.59000 -3.44624 -1.46846 0.024 -0.063 0.038 0.08
H -0.45974 -3.36864 -0.11098 0.018 0.035 0.003 0.04
H -0.26387 1.72784 -3.14808 -0.175 0.101 0.061 -0.03
H -1.20288 3.17816 -2.83798 0.009 0.015 -0.043 0.06
H -1.98975 1.76896 -3.52051 -0.005 -0.022 -0.005 0.06
H -0.66030 3.22078 0.56692 0.001 -0.041 0.002 0.02
H -2.39038 3.01963 0.87324 0.035 0.032 -0.004 0.04
H -1.84225 3.95107 -0.50277 -0.005 0.020 -0.018 0.07
H -3.70327 0.16178 -1.80769 0.032 0.005 -0.025 0.05
H -4.08713 1.85815 -1.60308 -0.008 0.019 -0.013 0.08
H -3.98096 0.83533 -0.18438 -0.049 -0.031 -0.028 0.04
H -1.38866 1.53810 2.49082 0.023 -0.011 -0.004 0.04
H -2.42324 0.38720 3.32584 -0.016 -0.030 0.008 0.07
H -3.04355 1.24783 1.92740 0.007 0.019 0.044 0.04
H 0.14688 -1.25427 3.08046 0.013 0.016 -0.040 0.04
H -0.04609 -2.60560 1.92928 0.004 -0.006 -0.003 0.03
H -1.30294 -2.23226 3.08439 0.046 -0.038 0.035 0.08
H -3.44923 -1.38576 -0.25201 0.047 -0.034 0.038 0.03
H -3.75494 -1.69785 1.44049 -0.031 -0.020 -0.008 0.08
H -2.69141 -2.77451 0.55724 0.002 0.014 0.031 0.04